Molecular formula: C5H15NO
Method: DFT, the ωB97M-V functional and the def2-TZVPD basis

Summary:
* HOMO-LUMO gap: 8.909 eV
* max |F|: 5.247 eV Å⁻¹
* structure (SMILES): CCCCCN.O
* electronic energy: -329.391233 Ha
* HOMO energy: -8.452 eV
* energy relative to the best compared isomer or geometry (same formula, charge and spin): 305.5 kJ/mol

```
! RIJCOSX wB97M-V def2-TZVPD def2/J DEFGRID3
* xyz 0 1
O 2.132 -1.666 -0.584
N -1.447 -1.487 2.076
C -0.338 0.331 -0.483
C -0.219 0.401 1.090
C -1.463 -0.044 1.859
C 0.364 1.488 -2.559
C 0.413 1.578 -1.058
H -2.355 0.368 1.347
H 2.603 -2.345 0.127
H 0.611 0.444 -2.780
H -1.430 0.320 -0.810
H -1.200 0.297 2.991
H 2.292 -2.232 -1.308
H 0.698 -0.093 1.437
H -0.480 1.952 -3.164
H -0.155 2.364 -0.836
H 1.493 1.563 -0.701
H -0.468 -2.077 2.033
H -0.081 1.399 1.258
H -0.051 -0.629 -0.909
H -2.126 -1.967 1.381
H 1.181 1.852 -3.025
*
```

Atom charges from the Mulliken analysis, given in e for atoms 1 to 6: -0.58, -0.61, -0.59, -0.72, -0.54, -1.38